{"formula": "C35H48IrN9", "method": "the ωB97M-V functional and the def2-TZVPD basis", "charge": 0, "de_lowest_kcal_mol": 0.00, "orbital_gap_ev": 6.1, "largest_force_ev_per_a": 0.7, "energy_ev": -53323.1890, "lumo_ha": 0.002, "species": ["Ir", "N", "N", "N", "N", "N", "N", "N", "N", "N", "C", "C", "C", "C", "C", "C", "C", "C", "C", "C", "C", "C", "C", "C", "C", "C", "C", "C", "C", "C", "C", "C", "C", "C", "C", "C", "C", "C", "C", "C", "C", "C", "C", "C", "C", "H", "H", "H", "H", "H", "H", "H", "H", "H", "H", "H", "H", "H", "H", "H", "H", "H", "H", "H", "H", "H", "H", "H", "H", "H", "H", "H", "H", "H", "H", "H", "H", "H", "H", "H", "H", "H", "H", "H", "H", "H", "H", "H", "H", "H", "H", "H", "H"], "xyz": [[0.716, 0.399, 0.767], [4.040, -1.054, -1.191], [1.869, 1.833, -0.507], [-1.608, 0.309, -1.190], [0.724, -0.557, 2.313], [-0.804, 1.432, 1.466], [1.351, -1.708, -2.630], [3.482, 2.057, -1.978], [-0.170, 0.198, -1.215], [2.359, -0.691, 0.153], [0.438, -3.685, -1.410], [1.491, 1.112, 4.675], [-3.330, 2.375, 3.638], [1.634, 2.379, 3.827], [2.809, 3.257, -1.941], [-0.760, 0.494, 5.534], [-4.977, 3.769, 1.866], [-1.836, -1.895, 2.134], [2.231, -0.042, -4.265], [-1.995, -0.134, 5.494], [-5.332, 3.633, 3.202], [2.878, 1.224, -1.108], [-2.977, 2.529, 2.298], [-0.183, -0.365, 3.352], [1.643, -2.528, -4.726], [-1.776, 0.587, -3.615], [3.805, -2.223, -0.511], [1.164, -3.575, -3.902], [1.736, -1.413, -3.908], [3.134, -0.156, -0.769], [0.999, -3.028, -2.639], [-4.514, 2.936, 4.084], [-1.852, -3.370, 2.538], [-3.190, -1.493, 1.541], [-3.772, 0.176, -2.160], [-1.777, 1.915, 1.824], [1.815, 3.102, -1.023], [-2.305, -0.172, -2.402], [-1.439, -1.015, 3.307], [2.767, -1.977, 0.337], [-2.314, -0.891, 4.379], [0.159, 0.399, 4.495], [2.700, 0.189, 4.502], [-3.797, 3.213, 1.403], [-2.156, -1.677, -2.621], [1.861, 0.702, -3.553], [1.883, -2.578, -5.778], [4.676, -0.951, -1.962], [-3.984, -1.584, 2.284], [-0.405, -4.334, -1.659], [-4.804, 2.822, 5.120], [-0.768, 0.258, -3.879], [-2.662, -3.579, 3.241], [0.943, -4.591, -4.197], [4.368, -3.116, -0.708], [1.170, -4.301, -0.878], [0.076, -2.932, -0.702], [-0.487, 1.076, 6.409], [0.141, 0.930, -1.849], [3.611, 0.710, 4.807], [-3.453, -2.137, 0.697], [-1.073, -1.783, 1.361], [-0.913, -3.651, 3.017], [-1.772, 1.663, -3.422], [-4.387, -0.177, -2.989], [0.202, -0.673, -1.673], [1.893, 0.266, -5.257], [-6.257, 4.066, 3.558], [2.808, -0.129, 3.466], [-3.506, 3.291, 0.364], [2.276, -2.614, 1.050], [-3.899, 1.255, -2.065], [0.799, 3.062, 4.003], [2.596, -0.705, 5.119], [-2.411, 0.393, -4.479], [1.078, 3.814, -0.694], [1.669, 2.143, 2.765], [-2.690, 1.802, 4.300], [-4.136, -0.299, -1.245], [-1.120, -1.965, -2.803], [-1.908, -0.263, -0.404], [-5.624, 4.303, 1.183], [2.557, 2.903, 4.089], [4.230, 1.822, -2.608], [-2.683, -0.055, 6.326], [-1.992, -4.006, 1.661], [-2.736, -1.986, -3.494], [-3.267, -1.408, 4.340], [1.494, 1.445, 5.718], [3.330, 0.032, -4.274], [-3.196, -0.456, 1.199], [-2.532, -2.230, -1.755], [3.099, 4.093, -2.550]], "lowdin_charge": [1.26, 0.14, -0.04, -0.04, -0.17, 0.04, 0.02, 0.12, -0.09, -0.07, -0.07, -0.38, 0.00, -0.08, -0.06, -0.06, -0.07, -0.39, -0.08, -0.13, -0.07, -0.28, -0.20, -0.32, -0.10, -0.04, -0.04, -0.10, -0.42, -0.28, -0.43, -0.06, -0.06, -0.07, -0.05, -0.06, -0.10, -0.62, -0.17, -0.10, -0.06, -0.16, -0.07, -0.02, -0.02, 0.04, 0.08, 0.16, 0.08, 0.07, 0.11, 0.07, 0.08, 0.08, 0.12, 0.06, 0.05, 0.11, 0.07, 0.07, 0.08, 0.08, 0.08, 0.08, 0.09, 0.05, 0.07, 0.11, 0.05, 0.12, 0.11, 0.08, 0.07, 0.08, 0.09, 0.11, 0.02, 0.09, 0.07, 0.06, 0.06, 0.11, 0.07, 0.16, 0.10, 0.08, 0.09, 0.11, 0.12, 0.05, 0.05, 0.08, 0.12]}



{"formula": "C35H48KN9P", "method": "the ωB97M-V functional and the def2-TZVPD basis", "charge": -1, "orbital_gap_ev": 6.0, "largest_force_ev_per_a": 1.4, "energy_ev": -76100.6053, "lumo_ha": 0.087, "species": ["K", "P", "N", "N", "N", "N", "N", "N", "N", "N", "N", "C", "C", "C", "C", "C", "C", "C", "C", "C", "C", "C", "C", "C", "C", "C", "C", "C", "C", "C", "C", "C", "C", "C", "C", "C", "C", "C", "C", "C", "C", "C", "C", "C", "C", "C", "H", "H", "H", "H", "H", "H", "H", "H", "H", "H", "H", "H", "H", "H", "H", "H", "H", "H", "H", "H", "H", "H", "H", "H", "H", "H", "H", "H", "H", "H", "H", "H", "H", "H", "H", "H", "H", "H", "H", "H", "H", "H", "H", "H", "H", "H", "H", "H"], "xyz": [[-1.456, -0.574, 0.486], [1.019, 0.341, -1.699], [-2.992, -2.920, 0.752], [-3.930, 0.678, 2.406], [-1.724, -3.350, 0.934], [-1.997, -1.263, 2.836], [0.328, 0.412, -3.258], [1.011, 1.965, -1.124], [-3.910, 0.593, 1.062], [2.688, 0.317, -2.176], [0.459, -0.730, -0.795], [-6.025, 0.369, 1.826], [-0.736, -0.525, -3.604], [-1.724, 0.143, -4.551], [-0.138, 2.344, -0.316], [-2.064, -3.510, -1.231], [2.980, -0.787, -3.115], [-0.384, -4.559, 2.545], [3.599, 0.361, -1.021], [-2.563, 2.282, 3.587], [-3.198, -3.014, -0.553], [1.666, 3.097, -1.747], [-0.751, -2.629, 4.460], [-1.034, 0.479, -5.886], [-1.293, -2.376, 3.179], [-0.415, 1.723, 4.407], [-1.137, -3.706, -0.238], [-0.573, 0.416, 3.985], [-5.174, 0.406, 0.706], [-1.409, 2.688, 4.244], [-2.732, 0.981, 3.141], [0.469, 0.740, -5.675], [5.050, 0.397, -1.480], [2.274, 4.031, -0.668], [-5.180, 0.550, 2.897], [-0.016, -3.766, 4.745], [1.666, 3.747, 0.707], [0.157, 3.581, 0.557], [-1.236, 4.110, 4.721], [5.382, -0.800, -2.404], [1.065, -5.958, 4.066], [0.725, 1.345, -4.299], [0.211, -4.747, 3.784], [-1.761, -0.041, 3.349], [-1.132, -3.433, 2.241], [4.140, -1.656, -2.650], [5.700, 0.400, -0.601], [6.185, -1.408, -1.981], [4.347, -2.413, -3.410], [0.242, -0.284, 4.112], [-0.112, -4.030, -0.289], [-0.257, 4.483, 0.094], [5.743, -0.435, -3.370], [-4.159, -2.732, -0.957], [1.026, -0.198, -5.747], [-0.353, 1.499, 0.323], [-5.363, 0.591, 3.958], [-1.936, -3.696, -2.284], [-1.208, -0.864, -2.686], [5.225, 1.337, -2.011], [-3.355, 2.998, 3.385], [-0.924, -1.892, 5.233], [0.523, 2.013, 4.872], [0.673, -6.850, 3.573], [-0.341, -1.433, -4.092], [-1.032, 2.534, -0.933], [-1.425, 4.827, 3.918], [0.385, -3.902, 5.746], [-0.291, -5.335, 1.790], [-1.165, -0.347, -6.589], [2.084, 2.823, 1.115], [2.448, 2.720, -2.401], [-1.920, 4.351, 5.540], [3.362, 3.921, -0.633], [1.112, -6.161, 5.138], [2.090, -5.815, 3.714], [0.962, 3.671, -2.372], [3.368, 1.255, -0.443], [3.432, -0.487, -0.344], [2.093, -1.410, -3.252], [-0.220, 4.276, 5.082], [-1.505, 1.355, -6.341], [1.907, 4.552, 1.406], [-2.091, 1.056, -4.075], [-7.092, 0.217, 1.850], [-0.328, 3.466, 1.529], [0.176, 2.299, -4.234], [2.069, 5.073, -0.938], [3.852, -2.186, -1.739], [3.235, -0.374, -4.101], [1.784, 1.586, -4.181], [-5.422, 0.294, -0.339], [-2.589, -0.504, -4.716], [0.858, 1.406, -6.449]], "lowdin_charge": [0.70, 0.47, 0.06, -0.11, -0.13, -0.02, -0.22, -0.23, 0.04, -0.21, -0.40, -0.08, -0.24, -0.19, -0.23, -0.08, -0.23, 0.00, -0.24, 0.00, -0.19, -0.23, -0.03, -0.20, -0.25, -0.06, -0.10, -0.03, -0.17, -0.31, -0.15, -0.19, -0.18, -0.18, -0.07, -0.07, -0.21, -0.17, -0.07, -0.20, -0.07, -0.24, -0.30, -0.30, -0.12, -0.20, 0.10, 0.10, 0.11, 0.10, 0.12, 0.11, 0.10, 0.10, 0.10, 0.03, 0.12, 0.09, 0.07, 0.10, 0.12, 0.10, 0.10, 0.07, 0.11, 0.12, 0.07, 0.10, 0.12, 0.10, 0.11, 0.09, 0.07, 0.10, 0.07, 0.07, 0.11, 0.09, 0.11, 0.10, 0.07, 0.10, 0.10, 0.11, 0.08, 0.09, 0.11, 0.10, 0.11, 0.10, 0.09, 0.10, 0.10, 0.10]}



Question: What is the charge in the first record?
Answer: 0



Question: Which formula does entry 2 have?
Answer: C35H48KN9P



Question: The lowest charge belongs to which entry?
Answer: C35H48KN9P



Question: The lowest charge belongs to which entry?
Answer: C35H48KN9P